Molecular formula: C58H61F12NO38S
Method: DFT, ωB97M-V/def2-TZVPD

Bonds (Å) are listed after each position.
Positions of all 171 atoms, in Å:
1 S 0.20 -2.78 3.39  C81 1.768, C95 1.778
2 F -0.35 -7.47 1.10  C80 1.354
3 F 0.15 0.87 6.96  C110 1.359
4 F -1.12 7.38 4.51  C82 1.355
5 F 9.07 0.00 3.07  C66 1.356
6 F -4.05 -0.21 -6.33  C104 1.361
7 F -7.91 3.10 -3.93  C60 1.355
8 F 8.25 -3.24 -0.97  C69 1.354
9 F -11.50 6.23 -2.33  C91 1.359
10 F -0.40 2.80 -2.22  C58 1.353
11 F 5.18 1.99 -11.51  C71 1.355
12 F -1.25 -8.00 6.21  C86 1.354
13 F -0.46 -1.84 -7.97  C76 1.354
14 O -5.91 -1.01 -7.34  C70 1.369, C104 1.412
15 O 0.14 -6.78 -0.99  C80 1.418, C108 1.367
16 O -4.44 1.71 -0.72  C89 1.185
17 O 0.93 -7.18 3.68  C84 1.428, C98 1.354
18 O 0.32 0.20 -8.55  C76 1.419, C94 1.363
19 O -7.40 -2.50 -8.15  C70 1.181
20 O -2.26 1.95 -1.24  C58 1.418, C89 1.361
21 O 2.66 6.48 2.36  C72 1.182
22 O -5.94 -3.10 -6.55  C70 1.356, C107 1.433
23 O -10.70 2.81 -0.48  C85 1.186
24 O 8.36 -0.47 6.41  C55 1.351, C73 1.431
25 O -8.49 2.38 -0.61  C61 1.434, C85 1.349
26 O 4.14 1.43 -8.27  C64 1.355, C75 1.433
27 O 6.14 -0.10 6.41  C55 1.185
28 O 1.34 -6.43 -2.87  C108 1.184
29 O 1.91 -8.06 -1.42  C92 1.435, C108 1.350
30 O 0.78 -8.59 5.39  C86 1.419, C98 1.365
31 O 8.52 -4.17 1.08  C69 1.417, C90 1.363
32 O -15.66 5.57 -3.75  C57 1.183
33 O -0.15 -2.41 -3.35  C99 1.357, C101 1.435
34 O 8.53 -4.34 3.33  C90 1.184
35 O 5.38 -0.37 -7.75  C64 1.184
36 O -9.55 3.23 -2.38  C60 1.418, C85 1.364
37 O 1.50 2.12 9.87  C102 1.359, C105 1.434
38 O 1.59 2.46 7.67  C102 1.366, C110 1.409
39 O 7.27 -2.78 2.31  C53 1.433, C90 1.355
40 O -13.66 6.30 -3.00  C57 1.367, C91 1.415
41 O -3.82 2.76 -2.61  C83 1.435, C89 1.355
42 O 2.63 3.90 9.06  C102 1.181
43 O -0.30 1.39 -6.76  C56 1.435, C94 1.352
44 O 7.36 0.21 4.53  C55 1.368, C66 1.416
45 O 5.42 0.49 -9.84  C64 1.365, C71 1.418
46 O 0.92 6.76 3.78  C72 1.367, C82 1.416
47 O 0.56 2.45 -8.55  C94 1.185
48 O -14.22 4.15 -2.74  C57 1.354, C100 1.435
49 O 1.09 8.05 1.96  C68 1.430, C72 1.357
50 O 2.48 -8.79 3.92  C98 1.184
51 O -2.03 -2.47 -4.53  C99 1.198
52 N -0.43 -0.08 2.31  C63 1.428, C79 1.484, C96 1.433
53 C 7.17 -2.33 0.95  O39 1.433, C69 1.510, H130 1.091, H171 1.087
54 C 0.59 3.41 3.55  C109 1.322, H156 1.079, H163 1.080
55 C 7.18 -0.12 5.84  O24 1.351, O27 1.185, O44 1.368
56 C -0.70 0.03 -6.52  O43 1.435, C76 1.510, H160 1.087, H170 1.089
57 C -14.62 5.36 -3.22  O32 1.183, O40 1.367, O48 1.354
58 C -1.61 2.23 -2.47  F10 1.353, O20 1.418, C83 1.510, H148 1.091
59 C -0.14 -3.11 -0.63  C77 1.389, C106 1.393, H126 1.076
60 C -8.17 3.39 -2.63  F7 1.355, O36 1.418, C61 1.510, H168 1.091
61 C -7.55 2.39 -1.69  O25 1.434, C60 1.510, H117 1.091, H122 1.085
62 C 1.39 1.06 3.50  C65 1.405, C96 1.404, C109 1.480
63 C -0.34 -1.11 1.33  N52 1.428, C81 1.399, C88 1.388
64 C 5.02 0.44 -8.54  O26 1.355, O35 1.184, O45 1.365
65 C 2.51 1.03 4.34  C62 1.405, C78 1.520, C97 1.395
66 C 8.75 0.40 4.33  F5 1.356, O44 1.416, C73 1.510, H167 1.092
67 C 5.52 2.19 1.84  C74 1.539, H113 1.088, H116 1.089, H137 1.086
68 C -0.17 8.36 2.57  O49 1.430, C82 1.511, H112 1.087, H139 1.091
69 C 7.61 -3.56 0.18  F8 1.354, O31 1.417, C53 1.510, H128 1.091
70 C -6.51 -2.24 -7.43  O14 1.369, O19 1.181, O22 1.356
71 C 4.52 1.34 -10.52  F11 1.355, O45 1.418, C75 1.510, H134 1.091
72 C 1.66 7.04 2.66  O21 1.182, O46 1.367, O49 1.357
73 C 9.35 -0.51 5.38  O24 1.431, C66 1.510, H111 1.087, H144 1.091
74 C 5.35 2.94 3.18  C67 1.539, C103 1.539, H146 1.089, H152 1.086
75 C 4.06 2.27 -9.43  O26 1.433, C71 1.510, H125 1.087, H145 1.091
76 C 0.16 -0.73 -7.50  F13 1.354, O18 1.419, C56 1.510, H169 1.091
77 C -0.40 -1.80 -1.00  C59 1.389, C88 1.393, C101 1.510
78 C 3.35 2.26 4.66  C65 1.520, C103 1.549, H132 1.087, H133 1.077
79 C -1.73 -0.11 3.04  N52 1.484, H121 1.087, H135 1.089, H164 1.084
80 C 0.04 -7.89 -0.12  F2 1.354, O15 1.418, C92 1.511, H136 1.091
81 C -0.06 -2.44 1.67  S1 1.768, C63 1.399, C106 1.387
82 C 0.03 7.84 3.97  F4 1.355, O46 1.416, C68 1.511, H143 1.091
83 C -2.56 3.19 -3.14  O41 1.435, C58 1.510, H123 1.090, H159 1.087
84 C -0.31 -6.90 4.33  O17 1.428, C86 1.509, H131 1.091, H157 1.086
85 C -9.68 2.80 -1.09  O23 1.186, O25 1.349, O36 1.364
86 C -0.10 -7.52 5.69  F12 1.354, O30 1.419, C84 1.509, H124 1.091
87 C -1.17 -4.56 -3.84  C99 1.488, H142 1.087, H147 1.080, H165 1.088
88 C -0.50 -0.81 -0.02  C63 1.388, C77 1.393, H166 1.083
89 C -3.59 2.10 -1.45  O16 1.185, O20 1.361, O41 1.355
90 C 8.15 -3.82 2.34  O31 1.363, O34 1.184, O39 1.355
91 C -12.75 5.76 -2.06  F9 1.359, O40 1.415, C100 1.509, H149 1.091
92 C 1.45 -8.42 -0.11  O29 1.435, C80 1.511, H141 1.086, H154 1.091
93 C 2.21 -1.34 4.64  C95 1.385, C97 1.387, H119 1.081
94 C 0.22 1.45 -8.01  O18 1.363, O43 1.352, O47 1.185
95 C 1.11 -1.30 3.80  S1 1.778, C93 1.385, C96 1.388
96 C 0.69 -0.12 3.21  N52 1.433, C62 1.404, C95 1.388
97 C 2.91 -0.18 4.92  C65 1.395, C93 1.387, H158 1.080
98 C 1.50 -8.24 4.29  O17 1.354, O30 1.365, O50 1.184
99 C -1.18 -3.07 -3.94  O33 1.357, O51 1.198, C87 1.488
100 C -12.86 4.27 -2.31  O48 1.435, C91 1.509, H118 1.091, H155 1.084
101 C -0.56 -1.38 -2.44  O33 1.435, C77 1.510, H151 1.089, H162 1.089
102 C 1.98 2.93 8.89  O37 1.359, O38 1.366, O42 1.181
103 C 4.83 2.02 4.29  C74 1.539, C78 1.549, H127 1.087, H150 1.082
104 C -5.16 -0.99 -6.15  F6 1.361, O14 1.412, C107 1.511, H115 1.092
105 C 0.65 1.14 9.27  O37 1.434, C110 1.511, H129 1.091, H161 1.086
106 C 0.04 -3.44 0.71  C59 1.393, C81 1.387, H153 1.079
107 C -4.81 -2.45 -5.96  O22 1.433, C104 1.511, H114 1.086, H120 1.090
108 C 1.16 -7.03 -1.86  O15 1.367, O28 1.184, O29 1.350
109 C 0.88 2.31 2.88  C54 1.322, C62 1.480, H140 1.080
110 C 1.15 1.13 7.84  F3 1.359, O38 1.409, C105 1.511, H138 1.092
111 H 10.31 -0.17 5.75  C73 1.087
112 H -0.37 9.43 2.52  C68 1.087
113 H 6.20 2.72 1.18  C67 1.088
114 H -4.70 -2.73 -4.91  C107 1.086
115 H -5.76 -0.56 -5.35  C104 1.092
116 H 4.56 2.15 1.34  C67 1.089
117 H -7.49 1.40 -2.14  C61 1.091
118 H -12.19 3.95 -3.12  C100 1.091
119 H 2.50 -2.29 5.06  C93 1.081
120 H -3.90 -2.73 -6.49  C107 1.090
121 H -2.24 -1.07 2.96  C79 1.087
122 H -6.56 2.68 -1.34  C61 1.085
123 H -2.37 4.22 -2.83  C83 1.090
124 H 0.37 -6.86 6.42  C86 1.091
125 H 3.05 2.64 -9.58  C75 1.087
126 H -0.03 -3.89 -1.36  C59 1.076
127 H 5.42 2.23 5.18  C103 1.087
128 H 6.81 -4.26 -0.05  C69 1.091
129 H -0.38 1.47 9.33  C105 1.091
130 H 7.85 -1.49 0.80  C53 1.091
131 H -1.12 -7.39 3.78  C84 1.091
132 H 3.31 2.36 5.74  C78 1.087
133 H 2.95 3.13 4.17  C78 1.077
134 H 3.72 0.74 -10.97  C71 1.091
135 H -2.39 0.63 2.59  C79 1.089
136 H -0.71 -8.59 -0.51  C80 1.091
137 H 5.90 1.18 2.02  C67 1.086
138 H 1.99 0.46 7.65  C110 1.092
139 H -0.97 7.82 2.05  C68 1.091
140 H 0.70 2.28 1.82  C109 1.080
141 H 1.51 -9.50 0.04  C92 1.086
142 H -1.34 -4.84 -2.81  C87 1.087
143 H 0.48 8.56 4.66  C82 1.091
144 H 9.45 -1.54 5.01  C73 1.091
145 H 4.74 3.12 -9.31  C75 1.091
146 H 6.35 3.30 3.44  C74 1.089
147 H -1.92 -4.98 -4.49  C87 1.080
148 H -1.46 1.30 -3.02  C58 1.091
149 H -13.03 6.07 -1.05  C91 1.091
150 H 5.01 0.98 4.05  C103 1.082
151 H -1.58 -1.06 -2.67  C101 1.089
152 H 4.70 3.79 3.04  C74 1.086
153 H 0.27 -4.44 1.03  C106 1.079
154 H 2.06 -7.92 0.64  C92 1.091
155 H -12.67 3.67 -1.43  C100 1.084
156 H 0.24 4.28 3.02  C54 1.079
157 H -0.50 -5.83 4.36  C84 1.086
158 H 3.78 -0.24 5.55  C97 1.080
159 H -2.55 3.14 -4.22  C83 1.087
160 H -0.53 -0.25 -5.49  C56 1.087
161 H 0.76 0.18 9.77  C105 1.086
162 H 0.09 -0.53 -2.63  C101 1.089
163 H 0.67 3.49 4.63  C54 1.080
164 H -1.57 0.17 4.07  C79 1.084
165 H -0.17 -4.92 -4.08  C87 1.088
166 H -0.70 0.22 -0.29  C88 1.083
167 H 9.00 1.45 4.45  C66 1.092
168 H -7.89 4.43 -2.44  C60 1.091
169 H 1.14 -1.01 -7.12  C76 1.091
170 H -1.76 -0.08 -6.75  C56 1.089
171 H 6.16 -2.02 0.72  C53 1.087

- net charge = 0
- HOMO level (eV) = -8.290
- Kohn-Sham gap (eV) = 8.145
- F_max (eV Å⁻¹) = 1.3
- energy above the lowest of the compared OMol25 structures with the same formula, charge and spin (kJ/mol) = 0.0


Molecular formula: C58H64Cl2IN9O4S
Method: DFT, ωB97M-V/def2-TZVPD

Bonds (Å) are listed after each position.
Positions of all 139 atoms, in Å:
1 I -0.10 8.06 -3.85  C72 2.186
2 Cl -1.96 6.14 2.19  C47 1.828
3 Cl -0.25 -0.41 -1.06  C44 1.757
4 S 2.12 4.35 -2.43  C34 1.795, H126 1.355
5 O 4.25 0.93 -0.89  C46 1.405, C52 1.418
6 O -2.93 8.08 -3.02  C72 1.191
7 O -6.75 0.59 2.48  C73 1.208
8 O -6.83 1.85 0.64  C56 1.434, C73 1.370
9 N -0.40 5.47 -1.47  C37 1.360, C69 1.302
10 N -2.61 3.99 -0.39  C29 1.304, C61 1.364
11 N 1.41 -4.22 6.22  C48 1.333, C55 1.333
12 N 4.18 -8.21 -9.79  C30 1.332, C54 1.333
13 N 4.04 -4.58 -5.63  C20 1.333, C26 1.333
14 N -1.25 0.87 6.76  C19 1.333, C42 1.333
15 N 5.28 -3.24 -0.26  C24 1.332, C51 1.335
16 N -4.36 4.58 4.92  C43 1.334, C70 1.335
17 N 1.56 -5.48 -1.20  C39 1.333, C62 1.334
18 C -0.61 -4.80 5.06  C48 1.386, C67 1.386, H124 1.082
19 C -1.96 0.60 7.86  N14 1.333, C22 1.387, H109 1.085
20 C 2.91 -3.88 -5.62  N13 1.333, C25 1.386, H127 1.085
21 C 1.57 -7.62 -10.57  C59 1.385, C75 1.385, H85 1.083
22 C -1.38 0.34 9.10  C19 1.387, C23 1.386, H115 1.082
23 C 0.00 0.36 9.20  C22 1.386, C65 1.385, H123 1.083
24 C 6.51 -3.24 -0.76  N15 1.332, C32 1.387, H91 1.085
25 C 2.38 -3.24 -6.73  C20 1.386, C33 1.385, H134 1.082
26 C 4.69 -4.65 -6.79  N13 1.333, C45 1.387, H107 1.085
27 C -2.60 1.22 -0.24  C40 1.507, C71 1.553, H89 1.091, H135 1.095
28 C 2.07 1.24 -2.08  C31 1.516, C46 1.574, H78 1.089, H119 1.095
29 C -2.60 5.29 -0.46  N10 1.304, C60 1.527, C69 1.429
30 C 3.48 -9.05 -10.55  N12 1.332, C59 1.387, H104 1.085
31 C 0.85 2.04 -1.69  C28 1.516, C34 1.360, C44 1.424
32 C 6.83 -3.69 -2.03  C24 1.387, C66 1.386, H121 1.082
33 C 3.08 -3.32 -7.92  C25 1.385, C45 1.385, H101 1.083
34 C 0.75 3.40 -1.77  S4 1.795, C31 1.360, C37 1.431
35 C -2.36 4.35 6.23  C58 1.384, C70 1.386, H132 1.081
36 C 4.52 -4.21 -2.32  C51 1.386, C66 1.384, H103 1.081
37 C -0.41 4.12 -1.35  N9 1.360, C34 1.431, C61 1.388
38 C -5.06 0.71 -0.68  C56 1.526, C71 1.545, H93 1.100, H110 1.096
39 C 1.18 -4.20 -1.21  N17 1.333, C63 1.385, H86 1.086
40 C -1.41 1.96 -0.79  C27 1.507, C44 1.345, C61 1.421
41 C -0.48 -2.74 6.25  C55 1.387, C67 1.385, H100 1.082
42 C 0.07 0.89 6.88  N14 1.333, C65 1.387, H139 1.085
43 C -5.06 4.30 6.02  N16 1.334, C68 1.386, H112 1.085
44 C -0.29 1.34 -1.19  Cl3 1.757, C31 1.424, C40 1.345
45 C 4.26 -4.05 -7.96  C26 1.387, C33 1.385, H76 1.082
46 C 2.85 0.84 -0.78  O5 1.405, C28 1.574, H88 1.099, H133 1.096
47 C -3.70 6.05 1.64  Cl2 1.828, C49 1.528, C60 1.549, H87 1.092
48 C 0.70 -5.05 5.47  N11 1.333, C18 1.386, H90 1.085
49 C -4.43 7.22 2.30  C47 1.528, H84 1.099, H98 1.095, H125 1.094
50 C -5.23 2.40 2.51  C73 1.529, H77 1.093, H80 1.091, H108 1.093
51 C 4.31 -3.73 -1.04  N15 1.335, C36 1.386, H137 1.082
52 C 4.75 2.25 -0.73  O5 1.418, C57 1.532, H92 1.098, H114 1.097
53 C -1.57 7.53 -1.09  C69 1.532, C72 1.533, H111 1.088, H117 1.095
54 C 3.58 -7.07 -9.43  N12 1.333, C75 1.386, H116 1.080
55 C 0.82 -3.08 6.59  N11 1.333, C41 1.387, H106 1.085
56 C -5.83 1.99 -0.38  O8 1.434, C38 1.526, H79 1.095, H128 1.100
57 C 4.68 2.79 0.70  C52 1.532, H95 1.094, H96 1.099, H105 1.095
58 C -3.11 4.07 7.36  C35 1.384, C68 1.385, H136 1.083
59 C 2.18 -8.80 -10.96  C21 1.385, C30 1.387, H113 1.082
60 C -3.84 5.99 0.10  C29 1.527, C47 1.549, H82 1.090, H120 1.095
61 C -1.48 3.38 -0.85  N10 1.364, C37 1.388, C40 1.421
62 C 1.53 -6.11 -0.02  N17 1.334, C64 1.387, H130 1.084
63 C 0.78 -3.50 -0.09  C39 1.385, C74 1.383, H83 1.080
64 C 1.14 -5.49 1.16  C62 1.387, C74 1.383, H81 1.082
65 C 0.75 0.64 8.06  C23 1.385, C42 1.387, H131 1.082
66 C 5.81 -4.19 -2.82  C32 1.386, C36 1.384, H122 1.082
67 C -1.20 -3.62 5.46  C18 1.386, C41 1.385, H129 1.083
68 C -4.49 4.05 7.25  C43 1.386, C58 1.385, H102 1.082
69 C -1.49 6.01 -1.01  N9 1.302, C29 1.429, C53 1.532
70 C -3.03 4.60 5.04  N16 1.335, C35 1.386, H138 1.086
71 C -3.69 1.01 -1.33  C27 1.553, C38 1.545, H99 1.096, H118 1.097
72 C -1.85 7.90 -2.55  I1 2.186, O6 1.191, C53 1.533
73 C -6.32 1.54 1.87  O7 1.208, O8 1.370, C50 1.529
74 C 0.76 -4.17 1.12  C63 1.383, C64 1.383, H97 1.084
75 C 2.29 -6.73 -9.78  C21 1.385, C54 1.386, H94 1.082
76 H 4.83 -4.14 -8.87  C45 1.082
77 H -5.73 3.13 3.14  C50 1.093
78 H 2.73 1.80 -2.75  C28 1.089
79 H -6.35 2.31 -1.29  C56 1.095
80 H -4.62 1.76 3.16  C50 1.091
81 H 1.14 -6.05 2.09  C64 1.082
82 H -4.02 6.95 -0.37  C60 1.090
83 H 0.49 -2.46 -0.15  C63 1.080
84 H -3.80 8.12 2.22  C49 1.099
85 H 0.56 -7.39 -10.87  C21 1.083
86 H 1.21 -3.72 -2.19  C39 1.086
87 H -4.07 5.12 2.08  C47 1.092
88 H 2.43 1.42 0.05  C46 1.099
89 H -2.34 0.26 0.19  C27 1.091
90 H 1.21 -5.97 5.18  C48 1.085
91 H 7.28 -2.84 -0.10  C24 1.085
92 H 5.81 2.21 -1.00  C52 1.098
93 H -4.85 0.11 0.22  C38 1.100
94 H 1.85 -5.80 -9.45  C75 1.082
95 H 5.45 2.38 1.36  C57 1.094
96 H 4.84 3.87 0.67  C57 1.099
97 H 0.46 -3.65 2.03  C74 1.084
98 H -5.39 7.45 1.83  C49 1.095
99 H -3.44 0.13 -1.94  C71 1.096
100 H -0.91 -1.80 6.58  C41 1.082
101 H 2.70 -2.84 -8.82  C33 1.083
102 H -5.11 3.83 8.11  C68 1.082
103 H 3.70 -4.60 -2.91  C36 1.081
104 H 3.99 -9.96 -10.83  C30 1.085
105 H 3.70 2.64 1.18  C57 1.095
106 H 1.43 -2.42 7.20  C55 1.085
107 H 5.61 -5.23 -6.77  C26 1.085
108 H -4.56 2.87 1.78  C50 1.093
109 H -3.03 0.60 7.73  C19 1.085
110 H -5.68 0.08 -1.32  C38 1.096
111 H -2.28 7.97 -0.39  C53 1.088
112 H -6.14 4.29 5.89  C43 1.085
113 H 1.65 -9.52 -11.58  C59 1.082
114 H 4.31 2.95 -1.45  C52 1.097
115 H -2.00 0.13 9.96  C22 1.082
116 H 4.18 -6.41 -8.81  C54 1.080
117 H -0.59 7.95 -0.83  C53 1.095
118 H -3.75 1.89 -1.98  C71 1.097
119 H 1.77 0.34 -2.62  C28 1.095
120 H -4.67 5.32 -0.14  C60 1.095
121 H 7.85 -3.66 -2.39  C32 1.082
122 H 6.02 -4.56 -3.82  C66 1.082
123 H 0.48 0.16 10.14  C23 1.083
124 H -1.14 -5.52 4.45  C18 1.082
125 H -4.54 7.05 3.38  C49 1.094
126 H 2.13 4.02 -3.75  S4 1.355
127 H 2.40 -3.83 -4.66  C20 1.085
128 H -5.18 2.83 -0.10  C56 1.100
129 H -2.22 -3.39 5.17  C67 1.083
130 H 1.84 -7.14 -0.04  C62 1.084
131 H 1.83 0.66 8.10  C65 1.082
132 H -1.28 4.38 6.27  C35 1.081
133 H 2.64 -0.22 -0.57  C46 1.096
134 H 1.45 -2.68 -6.66  C25 1.082
135 H -3.08 1.82 0.55  C27 1.095
136 H -2.63 3.87 8.30  C58 1.083
137 H 3.32 -3.72 -0.61  C51 1.082
138 H -2.48 4.82 4.13  C70 1.086
139 H 0.62 1.11 5.97  C42 1.085

- net charge = 0
- HOMO level (eV) = -8.963
- Kohn-Sham gap (eV) = 8.199
- F_max (eV Å⁻¹) = 1.7